#1
ORCA calculation (ωB97M-V/def2-TZVPD) on C4H12N2S in the gas phase.

Calculated values
molecular weight: 120.221 g/mol
highest occupied orbital energy: -0.324 hartree
SMILES: CNC[C@@H](N)CS

```
! RIJCOSX wB97M-V def2-TZVPD def2/J DEFGRID3
* xyz 0 1
N 0.57178 -0.20633 -1.48840
C -0.15164 -0.13516 -0.15185
C 0.48789 -1.01236 0.91342
S 0.60067 -2.76759 0.40417
C -0.03482 1.34982 0.26761
N -0.89554 2.14388 -0.58238
C -1.20092 3.41086 0.04370
H -0.05362 -0.68408 -2.14623
H 1.24748 -0.95345 -1.34399
H -1.20547 -0.37743 -0.26073
H 1.46682 -0.70133 1.24987
H -0.23067 -0.92304 1.73103
H 0.02386 -3.36941 1.45191
H 1.03136 1.56712 0.35393
H -0.38494 1.38274 1.30616
H -0.48497 2.21944 -1.49400
H -1.91593 3.27212 0.85582
H -1.72321 4.10907 -0.61510
H -0.35196 3.98178 0.43986
*
```

#2
ORCA calculation (ωB97M-V/def2-TZVPD) on a 2-piece molecular cluster, C4H12N2S overall.

Calculated values
molecular weight: 120.221 g/mol
highest occupied orbital energy (spin up / spin down): -0.281 / -0.290 hartree
SMILES: CC(C)=S(=N)=N.C

```
! RIJCOSX wB97M-V def2-TZVPD def2/J DEFGRID3
* xyz 0 1
C -0.40779 1.55654 0.53121
C -0.56400 0.56701 -1.80649
C -1.17687 -1.61477 1.31537
C 0.20623 0.75530 -0.59063
N 1.94752 -0.82721 -1.62714
N 2.56437 0.25524 0.78178
S 1.58615 -0.23870 -0.27103
H -1.54892 1.36515 0.64669
H -0.17248 1.00577 1.51269
H -0.29568 2.59872 0.80581
H -0.03867 0.14624 -2.69489
H -0.97819 1.54411 -2.20995
H -1.39161 -0.23019 -1.61553
H -0.65693 -2.51700 1.72315
H -1.70911 -1.01441 2.07347
H -1.96180 -2.02592 0.63557
H 2.93398 -1.17434 -1.68417
H 2.10265 0.75464 1.56398
H -0.43887 -0.90617 0.91010
*
```

#3
ORCA calculation (ωB97M-V/def2-TZVPD) on C4H12N2S in the gas phase.

Calculated values
molecular weight: 120.221 g/mol
highest occupied orbital energy: -0.308 hartree
SMILES: NCCNCCS

```
! RIJCOSX wB97M-V def2-TZVPD def2/J DEFGRID3
* xyz 0 1
C -1.48171 0.65714 -0.90311
N -0.43445 -0.07215 -0.09965
C 0.81259 0.61016 0.04096
C 1.88291 -0.27407 0.72031
S 2.58608 -1.49895 -0.39863
C -2.30023 1.43819 0.12190
N -3.32872 0.45043 0.70256
H -0.86132 1.15140 -1.65593
H -2.10629 -0.02816 -1.49437
H 1.60734 -1.40662 -1.30338
H 0.73544 1.49845 0.69577
H 1.13700 1.07236 -0.89270
H 2.70238 0.34432 1.08222
H 1.33299 -0.71986 1.55940
H -2.80522 2.27213 -0.38549
H -1.81271 1.84363 1.01940
H -3.23268 0.66944 1.68350
H -0.83941 -0.30138 0.79619
H -4.21181 0.67489 0.27289
*
```

Relative energies with respect to the most stable structure, expressed in eV: #1 0.000; #2 4.582; #3 0.476.

#1
ORCA calculation (ωB97M-V/def2-TZVPD) on C3H10N2O3 as an isolated structure.

Calculated values
molecular weight: 122.124 g/mol
highest occupied orbital energy (spin up / spin down): -0.288 / -0.288 hartree

```
! RIJCOSX wB97M-V def2-TZVPD def2/J DEFGRID3
* xyz 0 1
C -0.35157 0.65165 0.22128
C 0.50345 -0.35109 -0.43613
C 1.22703 -1.41465 0.34796
N -1.05677 1.50296 -0.55805
N -0.17077 0.96723 1.53089
O -1.31418 -1.16105 -0.13609
O -2.32056 -0.78206 -1.10323
O 1.70430 0.94630 -0.63763
H -2.10470 -1.31951 -1.87793
H 2.29041 0.95290 0.13083
H 0.35879 -0.46944 -1.49690
H -1.20728 1.15095 -1.49912
H -1.61729 2.20807 -0.10509
H 0.50810 0.45090 2.06423
H -0.70769 1.72259 1.92739
H 1.71813 -1.00664 1.23365
H 0.54007 -2.19495 0.67218
H 2.00053 -1.85418 -0.27822
*
```

#2
ORCA calculation (ωB97M-V/def2-TZVPD) on a 2-piece molecular cluster, C3H10N2O3 overall.

Calculated values
molecular weight: 122.124 g/mol
highest occupied orbital energy: -0.364 hartree
SMILES: NN(O)C(=O)O.CC

```
! RIJCOSX wB97M-V def2-TZVPD def2/J DEFGRID3
* xyz 0 1
C -1.54327 0.40234 -0.56293
C -1.74455 1.82102 -0.05210
H -1.53776 2.54654 -0.83732
H -1.08817 2.02901 0.78703
H -2.77190 1.97009 0.28215
H -1.64820 -0.32166 0.24057
H -2.28514 0.15172 -1.32438
H -0.56656 0.33999 -1.14732
N 0.96695 -1.38402 0.06482
C 1.06461 0.01616 -0.00087
N 2.18118 -2.07264 -0.08436
O 0.27235 -1.83830 1.21142
O 0.94237 0.63612 1.17516
O 1.48522 0.55074 -1.02317
H -0.15633 -2.65739 0.92350
H 1.08593 1.58517 1.04393
H 2.38376 -2.17701 -1.07073
H 2.95954 -1.59786 0.37461
*
```

Relative energies with respect to the most stable structure, expressed in eV: #1 2.577; #2 0.000.

#1
ORCA calculation (ωB97M-V/def2-TZVPD) on C3H10N2O3 as an isolated structure.

Calculated values
molecular weight: 122.124 g/mol
highest occupied orbital energy: -0.350 hartree

```
! RIJCOSX wB97M-V def2-TZVPD def2/J DEFGRID3
* xyz 0 1
N -0.38003 -1.01862 -0.26226
C -0.12016 0.22178 0.32453
C -0.37703 1.33608 -0.71924
O -1.70753 1.45027 -1.04529
C 1.47959 0.33418 0.88880
N 1.77084 -0.94890 1.43606
O 2.21323 0.86986 -0.00057
H -0.29024 -1.75997 0.43653
H -1.33464 -1.05595 -0.77134
H -0.61207 0.22003 1.30851
H -0.00790 2.29495 -0.29991
H 0.18740 1.05492 -1.63126
H -1.88249 0.38266 -1.28155
H 2.42679 -1.48205 0.85446
H 1.33636 1.03933 1.75419
H -2.83169 -1.21645 -1.96647
H 2.38974 -0.85282 2.23999
O -2.26015 -0.86930 -1.26519
*
```

#2
ORCA calculation (ωB97M-V/def2-TZVPD) on a 4-piece molecular cluster, C3H10N2O3 overall.

Calculated values
molecular weight: 122.124 g/mol
highest occupied orbital energy: -0.313 hartree
SMILES: c1c[nH]cn1.O.O.O

```
! RIJCOSX wB97M-V def2-TZVPD def2/J DEFGRID3
* xyz 0 1
C -0.05221 -1.07379 -1.64806
C 0.10645 0.23175 -1.16801
N -1.16626 0.74966 -0.90102
C -2.01536 -0.30400 -1.06742
N -1.37479 -1.39633 -1.53512
H 0.47042 -1.94971 -2.12882
H 0.97847 0.97967 -1.11758
H -1.38749 1.49508 -0.35709
H -2.97323 -0.30292 -0.53404
H 1.27197 2.95370 1.31342
H 0.15497 1.77511 1.37385
O 0.85056 2.26235 0.79447
H 1.31857 0.33062 3.52665
H -0.08519 -0.28630 3.39248
O 0.57842 0.23962 2.90693
H 1.28615 -0.91523 1.04205
H 1.60577 -1.74241 -0.18502
O 1.93522 -1.36880 0.55211
*
```

Relative energies with respect to the most stable structure, expressed in eV: #1 5.425; #2 0.000.